ORCA calculation (ωB97M-V with the def2-TZVPD basis set) on an isolated molecule of C22H35N3O3S at a distorted geometry.

Gap between HOMO and LUMO: 9.58 eV
Net charge: 0
F_max: 0.01981 Eh/bohr
HOMO level: -0.3281 Eh
Energy above the lowest of the compared OMol25 structures with the same formula, charge and spin: 0.0 kcal per mole

Last column: Löwdin charge in e.
Cartesian coordinates (Å):
C: -3.80176 -1.69600 0.91469  -0.048
C: -3.45519 -1.30111 -0.48882  -0.276
C: -2.21139 -1.60293 -1.02715  -0.036
C: -1.90125 -1.23946 -2.32544  -0.049
C: -2.81457 -0.55407 -3.11601  -0.257
C: -4.06448 -0.26457 -2.58133  -0.041
C: -4.38119 -0.64048 -1.28908  -0.043
H: -5.35920 -0.40943 -0.89012  0.111
H: -4.79455 0.25956 -3.18229  0.113
C: -2.41493 -0.05255 -4.47546  -0.126
H: -1.53490 -0.59462 -4.82369  0.118
H: -3.22119 -0.19557 -5.19659  0.117
C: -2.08220 1.44912 -4.40418  -0.162
N: -1.17293 1.74353 -3.32008  0.072
C: 0.14357 1.99217 -3.49468  -0.466
O: 0.65741 2.14761 -4.58055  0.078
C: 0.91203 2.07375 -2.17533  -0.211
C: 2.22340 2.84256 -2.33015  -0.153
C: 2.99062 2.82478 -1.01076  -0.161
C: 3.20706 1.38877 -0.54037  -0.205
N: 1.92815 0.71701 -0.43644  -0.227
S: 2.01237 -0.70607 0.42813  0.644
O: 3.23627 -1.40379 0.17758  -0.256
O: 0.78285 -1.41248 0.20935  -0.276
N: 2.10846 -0.03847 1.95003  -0.219
C: 2.77927 -0.85047 2.94496  -0.171
H: 3.65527 -1.27702 2.45608  0.118
C: 1.87069 -1.95344 3.49457  -0.359
C: 2.59600 -2.77308 4.55606  -0.063
H: 1.95077 -3.56317 4.93259  0.078
H: 2.88779 -2.14020 5.39194  0.081
H: 3.49094 -3.22770 4.13907  0.079
C: 0.59855 -1.31068 4.05165  -0.138
C: -0.11258 -0.49793 2.96793  -0.366
C: -1.36666 0.18074 3.50907  -0.066
H: -1.87244 0.73250 2.72040  0.077
H: -2.05611 -0.55977 3.90767  0.077
H: -1.11176 0.87484 4.30787  0.079
C: 0.86051 0.54124 2.40056  -0.168
H: 0.42664 1.04334 1.53501  0.119
H: 1.09923 1.28924 3.16474  0.138
H: -0.38696 -1.16995 2.15026  0.116
H: -0.07188 -2.08446 4.43208  0.124
H: 0.86142 -0.65439 4.88662  0.128
H: 1.59842 -2.60260 2.65496  0.143
H: 3.10463 -0.18739 3.75405  0.139
C: 1.22485 0.64977 -1.69924  -0.150
H: 0.31684 0.07284 -1.52099  0.094
H: 1.82877 0.13610 -2.46214  0.153
H: 3.65828 1.35724 0.45197  0.118
H: 3.86391 0.85195 -1.23881  0.131
H: 3.95731 3.31538 -1.12820  0.115
H: 2.42024 3.36242 -0.25112  0.117
H: 2.81270 2.37375 -3.11966  0.124
H: 2.01572 3.86899 -2.63644  0.124
H: 0.28787 2.56362 -1.42105  0.153
H: -1.50476 1.50979 -2.39658  0.137
H: -2.99972 2.02573 -4.25122  0.120
H: -1.59808 1.77663 -5.32576  0.120
H: -0.93056 -1.49249 -2.72739  0.116
H: -1.46237 -2.10035 -0.42964  0.096
H: -2.90114 -1.90458 1.48610  0.064
H: -4.41889 -2.59502 0.90838  0.085
H: -4.36516 -0.90868 1.41238  0.079

Forces on the atoms, in the same order (eV/Å):
C -0.068 -0.052 -0.051
C 0.036 0.011 -0.002
C -0.073 0.040 0.066
C -0.088 0.001 -0.080
C 0.038 -0.166 -0.151
C 0.039 -0.032 -0.016
C 0.028 0.024 0.037
H -0.098 0.030 0.051
H -0.087 0.065 -0.071
C 0.009 0.245 0.091
H -0.011 -0.016 -0.056
H 0.022 -0.044 -0.055
C 0.014 -0.067 -0.226
N -0.419 -0.087 0.065
C -0.055 0.178 0.622
O 0.295 -0.020 -0.377
C 0.414 -0.147 -0.258
C -0.192 0.104 0.164
C -0.038 -0.257 -0.111
C 0.536 0.419 0.194
N -0.090 -0.739 0.452
S 0.142 0.791 0.093
O 0.201 -0.002 0.113
O -0.151 0.093 -0.125
N 0.176 -0.286 -0.962
C 0.217 -0.620 0.036
H 0.092 0.007 0.250
C 0.114 0.153 0.375
C -0.121 0.117 -0.319
H -0.027 -0.091 0.079
H 0.049 0.058 0.136
H 0.142 -0.099 0.021
C -0.001 -0.164 -0.510
C -0.054 0.167 0.331
C 0.273 -0.140 -0.194
H -0.138 0.107 -0.067
H -0.112 -0.042 0.056
H -0.007 0.108 0.119
C -0.638 0.021 -0.030
H -0.138 0.198 0.177
H -0.020 0.026 -0.032
H -0.015 0.037 0.103
H -0.032 -0.003 0.089
H 0.014 0.044 0.134
H -0.008 -0.024 0.035
H -0.001 0.000 -0.027
C -0.543 -0.179 -0.183
H 0.011 0.086 -0.206
H -0.060 0.024 -0.031
H 0.156 0.120 -0.106
H -0.009 0.036 0.040
H 0.010 0.018 0.055
H 0.037 0.066 0.083
H -0.005 0.026 -0.063
H 0.046 -0.019 -0.077
H -0.032 -0.050 -0.007
H 0.144 0.074 0.014
H 0.057 -0.040 -0.090
H -0.125 0.035 0.077
H 0.118 -0.004 -0.071
H 0.031 -0.078 0.089
H 0.041 -0.025 0.118
H -0.028 -0.055 0.095
H -0.018 0.018 0.091